No. 1
{"formula": "C5H5NO2", "method": "ωB97M-V/def2-TZVPD", "multiplicity": 1, "e_homo_ev": -9.77, "total_energy_ha": -398.5818, "e_lumo_ev": -0.599, "elements": ["C", "C", "C", "C", "C", "H", "H", "H", "H", "H", "N", "O", "O"], "coordinates": [[-0.480, -0.313, -0.537], [0.016, 0.106, -1.728], [1.270, 0.590, -1.446], [0.513, -0.123, 0.558], [0.478, -0.291, 1.794], [-2.695, -0.187, -0.095], [-1.513, -0.528, 1.300], [-0.650, 0.474, -2.635], [-0.196, -0.817, 2.260], [1.107, 0.474, 2.457], [-1.546, -0.920, 0.230], [2.008, 1.268, -2.014], [1.687, 0.266, -0.145]], "forces_ev_per_a": [[-0.8, -1.5, 4.0], [-6.3, -0.4, -1.3], [2.1, -0.2, 3.1], [3.6, 0.5, -8.1], [4.5, 4.7, 5.0], [4.1, -3.2, 0.9], [0.1, -1.2, -3.8], [1.8, -1.3, 1.9], [-3.6, -2.5, 2.6], [-0.7, -2.5, -1.4], [-5.7, 4.8, -1.1], [2.5, 2.5, -3.5], [-1.8, 0.2, 1.6]], "nbo_charge": [0.20, -0.38, 0.72, 0.26, -0.45, 0.34, 0.40, 0.26, 0.19, 0.24, -0.77, -0.51, -0.49]}



No. 2
{"formula": "C5H5NO2", "method": "ωB97M-V/def2-TZVPD", "multiplicity": 1, "e_homo_ev": -9.57, "total_energy_ha": -398.4003, "e_lumo_ev": -0.368, "elements": ["C", "C", "C", "C", "C", "H", "H", "H", "H", "H", "N", "O", "O"], "coordinates": [[2.232, 2.456, 0.817], [0.220, -0.353, 0.270], [-1.196, -0.540, -0.433], [-1.808, -1.872, -0.633], [-2.351, -2.953, -1.323], [3.104, 2.934, 1.376], [2.467, 2.868, -0.510], [-1.612, 0.402, 0.411], [-0.876, -0.161, -1.408], [-2.945, -3.993, -1.309], [1.435, 1.386, 1.449], [0.765, 0.973, 0.187], [0.566, -1.148, 1.106]], "forces_ev_per_a": [[-0.2, -3.0, 0.7], [-0.7, -1.0, 3.0], [2.0, 3.2, 1.6], [-3.8, -7.3, -4.8], [2.6, 5.9, 5.8], [-1.9, -0.7, 0.1], [-1.6, -2.0, 4.2], [0.0, -3.0, -3.1], [-1.3, 0.6, -0.2], [1.8, 3.0, -0.1], [4.1, 5.8, -6.3], [-1.6, -2.3, 0.4], [0.6, 0.9, -1.1]], "nbo_charge": [-0.12, 0.78, -0.58, -0.01, -0.24, 0.20, 0.22, 0.29, 0.26, 0.28, -0.07, -0.46, -0.54]}